Record 1
Below is a structure of composition C8H10BN3O8S2 at a distorted geometry, with properties calculated with the ωB97M-V functional and the def2-TZVPD basis.

Positions of all 32 atoms, in Å:
C -1.839 0.163 0.707
C -2.277 -1.330 0.575
S -3.994 -1.295 1.273
C -2.054 -1.943 -0.812
N -0.793 -2.728 -0.615
C -0.654 -3.016 0.718
N 0.220 -3.861 1.286
N -1.559 -2.304 1.509
S -2.718 -3.606 1.743
H -2.491 0.642 1.427
H -0.795 0.246 1.023
H -1.988 0.618 -0.270
H -4.893 -1.419 0.274
H -2.854 -2.545 -1.241
H -1.833 -1.159 -1.533
H -0.080 -1.990 -0.767
H 0.118 -4.862 1.275
H 1.024 -3.474 1.761
H -2.754 -4.285 0.560
B 2.485 2.941 -0.687
O 2.809 3.480 0.644
C 2.428 4.758 0.681
O 2.548 5.486 1.621
C 1.821 5.117 -0.661
O 1.374 6.180 -0.973
O 1.863 4.038 -1.445
O 3.695 2.431 -1.371
C 3.517 1.145 -1.632
O 4.303 0.424 -2.177
C 2.150 0.737 -1.122
O 1.660 -0.365 -1.191
O 1.561 1.778 -0.579

Calculated values
Molecular weight, g mol⁻¹: 351.1
Net charge: 0
Kohn-Sham gap, hartree: 0.2239

Record 2
Below is a structure of composition C27H42BrEuN2O5SSi at a distorted geometry, with properties calculated with the ωB97M-V functional and the def2-TZVPD basis.

Positions of all 80 atoms, in Å:
Eu 0.131 0.112 0.014
O -2.572 -0.218 0.068
C -2.945 -0.631 1.379
C -2.222 -1.925 1.768
N -0.776 -1.771 1.554
C -0.244 -2.897 0.766
C -0.734 -2.692 -0.705
O -1.417 -3.556 -1.231
O -0.403 -1.574 -1.212
C -0.040 -1.582 2.805
C 1.418 -1.057 2.543
O 2.229 -1.176 3.438
O 1.616 -0.544 1.394
H -2.808 -0.930 -0.550
H -2.652 0.192 2.040
H -4.032 -0.776 1.440
H -2.454 -2.175 2.808
H -2.600 -2.734 1.134
H 0.853 -2.885 0.795
H -0.589 -3.872 1.142
H -0.548 -0.820 3.406
H 0.023 -2.506 3.399
S -2.240 4.198 1.458
C -1.683 3.473 2.902
C -0.897 2.379 2.676
C -0.700 2.037 1.306
C -1.387 2.952 0.528
C -1.484 2.935 -0.902
C -2.197 3.911 -1.615
C -2.258 3.853 -2.986
C -1.635 2.793 -3.638
C -0.962 1.862 -2.871
N -0.858 1.920 -1.546
H -1.978 3.899 3.844
H -0.455 1.828 3.495
H -2.687 4.700 -1.066
H -2.780 4.614 -3.548
H -1.678 2.689 -4.710
H -0.474 1.013 -3.339
C 4.115 0.625 -6.299
C 3.215 0.836 -5.074
C 3.005 2.343 -4.883
C 1.839 0.233 -5.385
Si 4.027 0.043 -3.468
Br 2.155 0.214 -1.836
C 5.387 1.137 -2.558
C 6.481 1.567 -3.544
C 6.044 0.347 -1.418
C 4.792 2.401 -1.922
C 4.417 -1.879 -3.605
C 3.372 -2.615 -4.455
C 5.788 -2.088 -4.263
C 4.415 -2.559 -2.230
H 3.689 1.138 -7.159
H 4.199 -0.428 -6.549
H 5.114 1.016 -6.133
H 2.457 2.743 -5.734
H 3.950 2.873 -4.822
H 2.423 2.540 -3.987
H 1.396 0.768 -6.222
H 1.175 0.330 -4.533
H 1.900 -0.814 -5.655
H 6.937 0.711 -4.034
H 7.262 2.107 -3.012
H 6.084 2.228 -4.308
H 6.632 -0.487 -1.790
H 5.294 -0.021 -0.723
H 6.714 1.003 -0.865
H 4.293 3.033 -2.646
H 5.596 2.976 -1.467
H 4.085 2.146 -1.140
H 3.409 -2.306 -5.496
H 2.370 -2.459 -4.064
H 3.577 -3.684 -4.424
H 5.835 -1.614 -5.239
H 5.974 -3.152 -4.396
H 6.590 -1.686 -3.651
H 3.446 -2.459 -1.751
H 5.172 -2.156 -1.568
H 4.615 -3.621 -2.359

Calculated values
Molecular weight, g mol⁻¹: 766.7
Spin multiplicity: 8
<S²>: 15.76
Net charge: -1
Kohn-Sham gap (spin up / spin down), hartree: 0.1550 / 0.2476

Record 3
Below is a structure of composition C3H4BrI at a distorted geometry, with properties calculated with the ωB97M-V functional and the def2-TZVPD basis.

Positions of all 9 atoms, in Å:
C -1.227 -0.692 0.539
C -0.436 0.367 0.352
C 0.928 0.238 -0.235
Br 2.045 1.811 -0.026
I 1.976 -1.626 -0.248
H -2.224 -0.437 0.924
H -0.755 -1.667 0.779
H -0.944 1.319 0.481
H 0.637 0.687 -2.566

Calculated values
Molecular weight, g mol⁻¹: 246.9
Net charge: 0
Kohn-Sham gap (spin up / spin down), hartree: 0.3214 / 0.2886

Record 4
Below is the molecule C6H3NO at a distorted geometry, with properties calculated with the ωB97M-V functional and the def2-TZVPD basis.

Positions of all 11 atoms, in Å:
C -3.103 0.110 -0.034
C -1.909 -0.122 0.057
C -0.425 -0.200 -0.032
N 0.139 -1.330 -0.192
C 1.591 -1.033 -0.044
C 1.886 0.291 0.150
C 0.611 1.042 -0.032
O 0.341 2.202 -0.171
H -4.101 0.132 0.203
H 2.150 -1.916 -0.189
H 2.821 0.826 0.286

Calculated values
Molecular weight, g mol⁻¹: 105.1
Net charge: 0
Kohn-Sham gap, hartree: 0.3049